(1)
ORCA calculation (ωB97M-V/def2-TZVPD) on 13 unconnected molecules or ions with the total composition C26H78O26 in a non-equilibrium geometry.

orbital gap = 0.34768 hartree
F_max = 3.03 eV/A

ORCA input file:
```
! RIJCOSX wB97M-V def2-TZVPD def2/J DEFGRID3
* xyz 0 1
C 1.291 -4.184 5.690
C 2.324 -4.006 4.568
O 2.912 -2.748 4.643
O 1.931 -4.188 6.894
H 0.698 -5.091 5.579
H 0.699 -3.272 5.772
H 1.959 -4.103 3.546
H 3.059 -4.808 4.629
H 3.619 -2.823 3.997
H 2.173 -3.270 7.037
C 5.270 -1.836 -4.342
C 5.807 -1.877 -2.880
O 5.416 -3.102 -2.308
O 6.070 -2.596 -5.244
H 5.428 -0.810 -4.674
H 4.218 -1.986 -4.587
H 5.428 -1.031 -2.307
H 6.888 -1.799 -2.995
H 5.679 -3.885 -2.796
H 5.818 -2.360 -6.140
C 8.303 -2.482 1.459
C 7.532 -1.500 0.652
O 6.251 -2.046 0.286
O 8.593 -3.575 0.678
H 7.750 -2.841 2.327
H 9.216 -2.026 1.842
H 8.094 -1.158 -0.217
H 7.397 -0.675 1.352
H 6.364 -2.625 -0.471
H 7.774 -4.074 0.643
C 8.484 -7.594 1.809
C 9.900 -8.176 1.521
O 9.944 -9.502 2.140
O 8.366 -7.396 3.199
H 7.657 -8.066 1.279
H 8.505 -6.594 1.376
H 10.732 -7.564 1.870
H 10.015 -8.260 0.440
H 10.771 -9.949 1.946
H 8.748 -8.217 3.517
C 4.144 1.111 4.084
C 4.383 0.653 2.682
O 5.106 1.630 2.064
O 5.347 1.258 4.804
H 3.400 0.442 4.518
H 3.634 2.066 3.956
H 3.440 0.521 2.150
H 4.901 -0.304 2.725
H 4.725 2.504 2.175
H 5.414 0.577 5.478
C 5.976 -5.286 1.665
C 4.728 -4.659 2.320
O 4.665 -3.241 2.407
O 6.135 -4.968 0.290
H 5.953 -6.376 1.673
H 6.905 -4.996 2.156
H 4.721 -4.987 3.360
H 3.851 -5.046 1.802
H 5.176 -3.020 1.625
H 5.487 -5.365 -0.297
C 3.446 -9.178 5.563
C 3.750 -7.738 5.124
O 4.927 -7.604 4.339
O 2.785 -9.951 4.597
H 2.675 -9.049 6.323
H 4.240 -9.758 6.034
H 3.905 -7.088 5.986
H 2.894 -7.402 4.538
H 4.945 -8.390 3.788
H 2.018 -9.479 4.265
C 2.000 -2.762 -0.231
C 1.659 -1.881 0.976
O 1.054 -0.602 0.710
O 2.821 -2.039 -1.097
H 1.026 -3.083 -0.598
H 2.442 -3.661 0.198
H 2.526 -1.820 1.635
H 0.958 -2.440 1.596
H 1.499 -0.233 -0.056
H 3.731 -2.132 -0.805
C 10.156 -4.609 4.263
C 11.571 -3.935 4.289
O 11.633 -2.779 3.476
O 9.022 -3.889 4.803
H 10.223 -5.563 4.785
H 9.964 -4.922 3.237
H 12.270 -4.674 3.898
H 11.970 -3.624 5.255
H 11.254 -2.026 3.935
H 8.219 -4.339 4.532
C 6.162 -5.612 6.796
C 7.184 -4.917 7.779
O 8.484 -5.270 7.455
O 6.510 -5.369 5.496
H 5.131 -5.323 7.001
H 6.222 -6.696 6.891
H 6.950 -5.224 8.798
H 7.205 -3.828 7.821
H 8.559 -4.856 6.592
H 6.504 -6.199 5.013
C 5.277 -6.937 -2.773
C 3.896 -6.578 -2.238
O 3.854 -5.450 -1.320
O 5.897 -5.763 -3.447
H 5.362 -7.799 -3.434
H 5.906 -7.190 -1.919
H 3.606 -7.521 -1.775
H 3.265 -6.378 -3.105
H 4.197 -4.631 -1.685
H 5.461 -5.570 -4.280
C 0.680 -5.757 0.438
C 0.917 -6.816 1.516
O 0.346 -6.440 2.675
O -0.364 -6.184 -0.446
H 1.637 -5.672 -0.078
H 0.460 -4.771 0.849
H 1.977 -7.070 1.548
H 0.583 -7.793 1.169
H -0.568 -6.201 2.505
H -0.850 -5.402 -0.716
C 10.610 -6.965 -2.525
C 9.194 -6.412 -2.793
O 8.366 -6.450 -1.611
O 11.515 -6.011 -1.879
H 11.009 -7.296 -3.483
H 10.557 -7.858 -1.903
H 8.741 -7.081 -3.525
H 9.156 -5.424 -3.250
H 7.461 -6.179 -1.781
H 11.000 -5.622 -1.168
*
```

These are the Löwdin partial charges, in e, on atoms 1 to 99: C -0.2618; C -0.2642; O -0.0544; O -0.0529; H 0.1202; H 0.1218; H 0.1045; H 0.0948; H 0.0422; H 0.0903; C -0.2251; C -0.1872; O -0.1007; O -0.0765; H 0.1096; H 0.1219; H 0.1282; H 0.1297; H 0.0549; H 0.0841; C -0.2795; C -0.1893; O -0.0836; O -0.0460; H 0.1143; H 0.1252; H 0.1291; H 0.1229; H 0.0431; H 0.0232; C -0.2471; C -0.1773; O -0.0814; O -0.0585; H 0.1178; H 0.0958; H 0.1199; H 0.0966; H 0.0806; H 0.0769; C -0.2632; C -0.2943; O -0.0449; O -0.0343; H 0.1193; H 0.1164; H 0.1129; H 0.1184; H 0.0925; H 0.0878; C -0.1815; C -0.1978; O -0.0665; O -0.0874; H 0.1160; H 0.1108; H 0.0942; H 0.1106; H 0.0431; H 0.0491; C -0.2397; C -0.2140; O -0.0749; O -0.0639; H 0.1149; H 0.1313; H 0.1089; H 0.1111; H 0.0905; H 0.0833; C -0.2592; C -0.2333; O -0.0549; O -0.0333; H 0.1160; H 0.0881; H 0.0929; H 0.1084; H 0.0724; H 0.0666; C -0.1980; C -0.2187; O -0.0738; O -0.0819; H 0.1086; H 0.1031; H 0.1145; H 0.1157; H 0.0837; H 0.0479; C -0.2422; C -0.2372; O -0.0615; O -0.0713; H 0.1073; H 0.1215; H 0.1127; H 0.1177; H 0.0364

***

(2)
ORCA calculation (ωB97M-V/def2-TZVPD) on 13 unconnected molecules or ions with the total composition C26H80N10O20 in a non-equilibrium geometry.

orbital gap (spin up / spin down) = 0.04753 / 0.31559 hartree
F_max = 5.39 eV/A
⟨S²⟩ = 0.750

ORCA input file:
```
! RIJCOSX wB97M-V def2-TZVPD def2/J DEFGRID3
* xyz -1 2
C -0.421 5.042 2.106
C -1.366 3.893 2.423
C -2.856 4.214 2.480
O -3.675 3.309 3.240
C -5.002 3.777 3.486
N -1.106 2.775 1.534
H -0.260 5.677 2.977
H -0.735 5.738 1.328
H 0.538 4.635 1.786
H -1.033 3.636 3.428
H -3.254 4.148 1.467
H -2.987 5.220 2.880
H -5.550 3.058 4.095
H -5.577 3.896 2.568
H -5.045 4.785 3.898
H -1.444 2.941 0.597
H -1.843 2.135 1.794
C 2.941 3.333 -1.004
C 3.524 2.575 -2.272
C 4.318 1.345 -1.771
O 5.454 1.883 -1.076
C 6.275 0.882 -0.555
N 2.419 2.126 -3.089
H 3.672 3.954 -0.486
H 2.517 2.640 -0.278
H 2.117 3.948 -1.367
H 4.127 3.248 -2.881
H 4.655 0.616 -2.508
H 3.670 0.907 -1.012
H 5.705 0.045 -0.152
H 6.806 1.413 0.235
H 7.029 0.422 -1.193
H 2.740 2.159 -4.046
H 1.666 2.782 -2.936
C -1.425 4.400 -1.760
C -1.356 4.657 -3.325
O -0.212 4.025 -3.698
O -1.908 3.107 -1.424
H -2.047 5.130 -1.243
H -0.441 4.591 -1.331
H -1.379 5.672 -3.721
H -2.141 4.037 -3.756
H 0.411 4.708 -3.957
H -1.450 2.456 -1.961
C -3.313 0.089 -4.167
C -3.985 -0.926 -3.231
O -2.940 -1.710 -2.724
O -2.643 -0.461 -5.304
H -2.531 0.656 -3.663
H -4.096 0.800 -4.431
H -4.791 -1.491 -3.700
H -4.568 -0.364 -2.501
H -2.301 -1.078 -2.386
H -2.071 -1.140 -4.939
C 1.343 -1.917 3.999
C 0.114 -1.045 4.242
O -0.822 -1.939 4.851
O 1.396 -2.151 2.580
H 1.398 -2.820 4.608
H 2.253 -1.372 4.252
H -0.312 -0.533 3.379
H 0.233 -0.405 5.117
H -0.369 -2.466 5.513
H 1.379 -1.318 2.103
C 2.036 -0.735 -4.861
C 0.988 -1.021 -3.720
O -0.163 -1.597 -4.341
O 2.549 -1.984 -5.389
H 2.828 -0.252 -4.289
H 1.698 -0.089 -5.671
H 0.580 -0.091 -3.324
H 1.418 -1.619 -2.916
H 0.127 -2.394 -4.792
H 1.772 -2.435 -5.727
C -1.862 -5.483 0.168
C -0.651 -5.145 1.091
O 0.049 -4.042 0.508
O -1.357 -6.400 -0.814
H -2.180 -4.500 -0.177
H -2.798 -5.831 0.606
H 0.048 -5.967 1.242
H -0.975 -4.730 2.046
H 0.389 -3.437 1.172
H -0.517 -6.029 -1.092
C -0.593 -1.038 -0.610
C 0.781 -0.411 -0.313
O 0.630 0.063 1.002
O -1.552 0.048 -0.822
H -0.981 -1.635 0.215
H -0.447 -1.805 -1.372
H 1.038 0.263 -1.130
H 1.651 -1.067 -0.264
H 0.101 0.850 0.859
H -1.968 0.194 0.030
C 2.666 2.997 2.680
C 3.210 1.810 3.549
O 3.487 0.730 2.638
O 3.642 3.946 2.257
H 1.969 3.595 3.268
H 2.144 2.686 1.775
H 2.562 1.536 4.382
H 4.136 2.057 4.068
H 4.049 1.094 1.950
H 3.448 4.810 2.629
C 1.705 -4.809 -2.535
O 0.820 -5.636 -2.511
N 2.664 -4.769 -3.436
N 1.738 -3.737 -1.795
H 2.506 -5.455 -4.160
H 3.174 -3.899 -3.493
H 2.599 -3.210 -1.832
H 1.074 -3.683 -1.036
C -4.527 0.854 0.324
O -3.530 0.732 1.036
N -4.602 1.627 -0.714
N -5.474 -0.046 0.333
H -3.943 2.351 -0.964
H -5.365 1.461 -1.354
H -5.524 -0.785 1.019
H -6.228 0.299 -0.243
C -3.580 -2.272 2.765
O -4.661 -2.245 2.240
N -3.310 -3.120 3.693
N -2.582 -1.428 2.590
H -2.401 -3.068 4.131
H -3.974 -3.834 3.955
H -1.723 -1.547 3.107
H -2.725 -0.568 2.081
C 3.209 -4.855 2.084
O 3.832 -5.879 1.911
N 3.102 -3.975 1.095
N 2.782 -4.359 3.240
H 2.925 -3.017 1.358
H 3.508 -4.140 0.185
H 2.180 -3.557 3.125
H 2.929 -4.719 4.172
*
```

These are the Löwdin partial charges, in e, on atoms 1 to 99: C -0.0879; C -0.4213; C -0.1823; O -0.1902; C -0.1150; N 0.0735; H 0.0699; H 0.0594; H 0.0554; H 0.1320; H 0.1230; H 0.1177; H 0.0866; H 0.0754; H 0.0763; H 0.0401; H 0.0449; C -0.0572; C -0.4159; C -0.1873; O -0.1944; C -0.1449; N 0.0527; H 0.0679; H 0.0519; H 0.0468; H 0.1149; H 0.1161; H 0.1013; H 0.0767; H 0.0878; H 0.0792; H 0.0615; H 0.0323; C -0.2639; C -0.3537; O -0.2529; O -0.1161; H 0.0947; H 0.0883; H 0.0809; H 0.1036; H 0.0087; H 0.0685; C -0.2387; C -0.2418; O -0.0552; O -0.0726; H 0.1057; H 0.1104; H 0.1201; H 0.0794; H 0.0311; H 0.0383; C -0.1754; C -0.1708; O -0.1165; O -0.1200; H 0.1164; H 0.1218; H 0.1130; H 0.1246; H 0.0924; H 0.0585; C -0.1993; C -0.2056; O -0.0728; O -0.0844; H 0.0825; H 0.1182; H 0.1039; H 0.0822; H 0.0786; H 0.0598; C -0.2013; C -0.1849; O -0.1236; O -0.0732; H 0.1091; H 0.1117; H 0.1223; H 0.1044; H 0.0426; H 0.0217; C -0.1856; C -0.2220; O -0.0886; O -0.0668; H 0.1055; H 0.1015; H 0.1010; H 0.1076; H 0.0537; H 0.0345; C -0.2288; C -0.1913; O -0.0933; O -0.0993; H 0.0993

***

(3)
ORCA calculation (ωB97M-V/def2-TZVPD) on 10 unconnected molecules or ions with the total composition C26H80O34P8 in a non-equilibrium geometry.

orbital gap = 0.36819 hartree
F_max = 4.32 eV/A
SMILES string = COP(=O)(OC)OC.COP(=O)(OC)OC.COP(=O)(OC)OC.COP(=O)(OC)OC.COP(=O)(OC)OC.COP(=O)(OC)OC.COP(=O)(OC)OC.COP(=O)(OC)OC.CO.CO

ORCA input file:
```
! RIJCOSX wB97M-V def2-TZVPD def2/J DEFGRID3
* xyz 0 1
C 6.882 -0.322 -3.683
O 6.133 -0.230 -2.477
P 6.283 1.076 -1.471
O 6.291 2.386 -2.161
O 5.028 0.883 -0.384
C 4.706 -0.364 0.191
O 7.587 0.831 -0.574
C 8.079 1.782 0.320
H 7.732 -1.003 -3.638
H 7.221 0.693 -3.889
H 6.183 -0.684 -4.437
H 5.496 -1.107 0.076
H 3.753 -0.773 -0.143
H 4.458 -0.247 1.246
H 7.720 2.800 0.168
H 9.149 1.826 0.118
H 7.956 1.568 1.382
C -5.408 2.160 -2.127
O -5.917 2.482 -0.854
P -5.258 1.728 0.410
O -5.083 0.259 0.180
O -6.309 2.168 1.571
C -7.552 1.539 1.647
O -4.014 2.657 0.805
C -2.650 2.248 0.720
H -4.403 1.750 -2.025
H -5.365 3.031 -2.780
H -5.923 1.326 -2.605
H -8.339 2.291 1.703
H -7.585 0.936 2.554
H -7.766 0.797 0.877
H -2.031 3.104 0.451
H -2.600 1.431 0.000
H -2.305 1.931 1.704
C 1.722 5.678 -3.176
O 1.640 4.770 -2.091
P 1.669 5.234 -0.525
O 0.508 6.057 -0.075
O 3.181 5.842 -0.295
C 3.429 7.216 -0.208
O 1.806 3.785 0.255
C 2.712 2.778 -0.178
H 1.016 5.436 -3.970
H 2.666 5.560 -3.708
H 1.757 6.712 -2.832
H 2.746 7.760 0.445
H 3.437 7.603 -1.227
H 4.433 7.281 0.213
H 3.207 2.216 0.614
H 3.597 3.173 -0.677
H 2.133 2.044 -0.737
C -4.971 -1.124 3.027
O -3.985 -1.293 4.064
P -2.489 -0.633 3.929
O -1.848 -0.917 2.631
O -2.739 0.942 4.307
C -3.376 1.439 5.473
O -1.768 -1.242 5.219
C -0.507 -0.631 5.630
H -4.811 -1.814 2.198
H -5.167 -0.118 2.656
H -5.893 -1.463 3.498
H -4.085 2.166 5.076
H -2.711 2.027 6.106
H -3.990 0.683 5.962
H -0.030 0.013 4.891
H 0.225 -1.414 5.829
H -0.759 -0.037 6.508
C 4.705 -4.079 -4.307
O 3.538 -4.203 -3.530
P 3.163 -2.962 -2.548
O 1.816 -3.083 -1.944
O 4.430 -2.842 -1.582
C 4.881 -3.983 -0.855
O 3.235 -1.650 -3.435
C 2.519 -1.508 -4.657
H 4.332 -4.357 -5.293
H 5.375 -4.910 -4.084
H 5.173 -3.095 -4.322
H 4.819 -3.755 0.209
H 5.825 -4.409 -1.194
H 4.270 -4.859 -1.072
H 2.089 -0.514 -4.785
H 1.645 -2.159 -4.674
H 3.203 -1.775 -5.463
C -3.937 -0.970 -4.925
O -2.876 -1.791 -5.360
P -1.433 -1.141 -5.698
O -0.364 -2.080 -6.150
O -1.744 0.074 -6.776
C -0.742 1.063 -6.982
O -1.045 -0.431 -4.309
C -0.757 -1.220 -3.238
H -4.312 -1.458 -4.026
H -4.797 -1.132 -5.576
H -3.669 0.056 -4.676
H -0.593 1.153 -8.057
H 0.256 0.847 -6.600
H -0.996 2.023 -6.533
H 0.309 -1.200 -3.015
H -0.982 -2.276 -3.392
H -1.301 -0.813 -2.386
C 0.469 2.273 2.851
O -0.522 2.842 3.631
P -0.243 3.777 4.973
O -1.333 4.717 5.405
O 0.304 2.712 6.095
C 0.781 3.237 7.340
O 1.146 4.516 4.562
C 1.048 5.830 4.012
H 0.436 2.695 1.846
H 0.313 1.196 2.788
H 1.453 2.480 3.271
H 1.732 2.885 7.740
H 0.022 2.873 8.033
H 0.986 4.306 7.391
H 0.016 6.039 3.731
H 1.697 6.038 3.162
H 1.208 6.590 4.778
C -4.537 -7.920 1.449
O -4.040 -6.625 1.739
P -3.616 -5.705 0.448
O -2.632 -6.343 -0.465
O -5.027 -5.420 -0.304
C -6.154 -4.848 0.421
O -3.220 -4.272 1.155
C -2.409 -3.326 0.394
H -3.950 -8.684 1.959
H -4.733 -8.092 0.390
H -5.498 -7.997 1.957
H -6.018 -3.767 0.469
H -6.325 -5.291 1.402
H -7.114 -5.065 -0.047
H -2.040 -3.689 -0.565
H -1.506 -3.148 0.978
H -2.969 -2.420 0.165
C 1.358 -5.173 0.421
O 1.735 -6.202 1.275
H 1.348 -5.433 -0.637
H 0.390 -4.767 0.717
H 2.101 -4.395 0.596
H 1.392 -6.068 2.162
C 0.797 -0.622 0.169
O -0.483 -0.097 0.259
H 0.905 -1.707 0.166
H 1.318 -0.304 -0.734
H 1.427 -0.336 1.011
H -0.953 -0.531 0.975
*
```

These are the Löwdin partial charges, in e, on atoms 1 to 99: C -0.0936; O -0.2394; P 0.5165; O -0.2403; O -0.2366; C -0.1193; O -0.2170; C -0.1244; H 0.0898; H 0.0812; H 0.0824; H 0.0828; H 0.0708; H 0.0905; H 0.0891; H 0.0910; H 0.0903; C -0.1239; O -0.2124; P 0.4565; O -0.2485; O -0.2163; C -0.1354; O -0.1988; C -0.0701; H 0.0718; H 0.0946; H 0.0874; H 0.0937; H 0.0810; H 0.0891; H 0.0981; H 0.0742; H 0.0693; C -0.1061; O -0.2285; P 0.5181; O -0.2488; O -0.2372; C -0.1237; O -0.2422; C -0.1101; H 0.0902; H 0.0860; H 0.0822; H 0.0888; H 0.0831; H 0.0912; H 0.0753; H 0.0810; H 0.0901; C -0.0842; O -0.2238; P 0.4828; O -0.2197; O -0.2501; C -0.0857; O -0.2122; C -0.0623; H 0.0753; H 0.0579; H 0.0887; H 0.0950; H 0.0800; H 0.0927; H 0.0699; H 0.0922; H 0.0876; C -0.1166; O -0.2139; P 0.4223; O -0.2268; O -0.2381; C -0.0871; O -0.2302; C -0.0859; H 0.0953; H 0.0925; H 0.0821; H 0.0966; H 0.0924; H 0.0842; H 0.0923; H 0.0688; H 0.0923; C -0.1131; O -0.2091; P 0.4869; O -0.2403; O -0.2171; C -0.1195; O -0.2248; C -0.1414; H 0.0903; H 0.0929; H 0.0890; H 0.0905; H 0.0764; H 0.0886

***

Results for DFT total energy: -2993.3656; -3090.8481; -6328.2139 (in Ha, following the order of the records).